Here is a cluster of 10 separate species, C29H60O28S in total at a distorted geometry from the OMol25 dataset. Energies are from ωB97M-V/def2-TZVPD.

Each line ends with the Mulliken charge.
Geometry (Å):
C -2.2664 -0.7215 -0.4636  -0.90
S -0.4126 -0.6384 -0.2834  0.74
O 0.0602 0.7546 -0.0976  -0.47
C -0.4152 -1.3020 1.4079  -1.10
H -2.4791 -1.7917 -0.6716  0.09
H -2.4922 -0.0472 -1.2574  0.32
H -2.7693 -0.3379 0.4532  0.38
H 0.5806 -1.5599 1.7025  0.23
H -0.9959 -2.2334 1.3185  0.19
H -0.7613 -0.5862 2.1572  0.43
C 2.1754 -0.5437 -4.2379  0.13
O 1.1135 -1.1988 -4.9965  -0.49
C -0.1009 -1.1032 -4.5330  0.56
O -0.4550 -0.6374 -3.4794  -0.01
O -0.9979 -1.5666 -5.4321  -0.46
C -2.3025 -1.0635 -5.1503  -0.61
H 2.2348 0.4769 -4.5578  -0.14
H 3.0236 -1.0654 -4.6088  0.29
H 1.9238 -0.7029 -3.1759  0.04
H -2.7447 -1.4089 -4.2335  0.20
H -2.8195 -1.5086 -5.9692  0.30
H -2.2789 0.0097 -5.2626  0.24
C 6.1397 1.9525 -4.8057  -0.81
O 4.9353 1.4808 -4.2107  -0.25
C 4.4353 2.1536 -3.2168  0.65
O 4.6959 3.3177 -2.8715  -0.64
O 3.4948 1.3776 -2.6621  -0.02
C 2.7444 1.9580 -1.5522  -0.89
H 6.9431 1.7179 -4.1229  0.31
H 6.0546 2.9321 -5.0793  0.37
H 6.1007 1.3436 -5.7493  0.23
H 2.2418 1.1565 -1.0344  0.02
H 2.0034 2.5924 -2.0180  0.41
H 3.3981 2.5179 -0.8652  0.54
C -1.1240 2.4583 -3.1005  -0.15
O 0.1953 2.5687 -3.6765  0.18
C 0.2008 2.4469 -4.9859  0.62
O -0.7442 2.2046 -5.6987  -0.62
O 1.4660 2.7553 -5.4354  -0.22
C 1.5828 2.6299 -6.8356  -0.93
H -1.8539 3.0913 -3.5575  0.46
H -0.9385 2.7081 -2.0256  -0.26
H -1.4452 1.4736 -3.1489  -0.09
H 1.3749 3.5854 -7.2996  0.32
H 0.8369 1.9962 -7.2764  0.39
H 2.5668 2.2685 -7.0455  0.25
C -0.2058 0.1000 6.1053  -0.58
O 0.5986 -1.0943 6.3151  -0.34
C 1.1045 -1.7209 5.2644  0.69
O 0.9329 -1.5668 4.0938  -0.35
O 1.8771 -2.7108 5.7585  -0.39
C 2.6074 -3.4482 4.7382  -0.58
H -1.2121 -0.0597 5.6353  0.23
H 0.2633 0.7100 5.3972  0.27
H -0.3411 0.5997 7.0772  0.27
H 3.2966 -2.8068 4.1923  0.27
H 1.9283 -3.9760 4.0122  0.22
H 3.0938 -4.2477 5.2935  0.28
C -1.1883 -4.9955 -1.3287  -0.35
O -2.4515 -5.7083 -1.1115  -0.35
C -3.2612 -5.0237 -0.2623  0.72
O -3.1672 -3.9333 0.2489  -0.47
O -4.3797 -5.7398 -0.1255  -0.35
C -5.3902 -4.9612 0.4760  -0.41
H -0.8537 -5.4428 -2.2821  0.26
H -0.5341 -5.1601 -0.5037  0.31
H -1.3001 -3.9423 -1.4668  0.06
H -5.6356 -4.1121 -0.1416  0.30
H -5.2018 -4.6766 1.4634  0.03
H -6.2511 -5.6375 0.5587  0.27
C 3.9124 -0.1274 1.3450  -0.08
O 4.5232 -1.4223 1.7930  -0.43
C 4.2965 -2.5123 1.0602  0.72
O 4.9043 -3.5561 1.1114  -0.61
O 3.4091 -2.2701 0.0864  -0.08
C 3.2675 -3.3885 -0.7522  -0.61
H 4.4166 0.1562 0.3777  0.30
H 4.2123 0.6059 2.0673  0.33
H 2.8846 -0.2362 1.2296  -0.17
H 4.2299 -3.8447 -0.8633  0.46
H 2.9674 -2.9205 -1.6689  0.07
H 2.4602 -4.1610 -0.3528  0.15
C 1.1128 2.9451 1.6999  -0.18
O 2.3573 3.6732 1.4021  -0.37
C 2.0431 4.5981 0.4688  0.83
O 1.0168 4.7069 -0.1683  -0.51
O 3.1371 5.3597 0.3492  -0.39
C 3.1595 6.3352 -0.6694  -0.64
H 0.5782 2.6078 0.8453  -0.04
H 0.4650 3.7129 2.1666  0.27
H 1.2975 2.2113 2.4382  0.27
H 2.6943 5.9993 -1.5840  0.25
H 4.2085 6.5598 -0.8094  0.25
H 2.6041 7.2059 -0.3988  0.32
C -2.5438 5.1212 0.3038  -0.24
O -2.5178 4.6474 1.6884  -0.36
C -3.1344 3.5129 1.8728  0.91
O -3.6591 2.8562 1.0492  -0.56
O -3.0942 3.0771 3.1576  -0.34
C -2.4065 3.7628 4.2551  -0.56
H -2.1516 6.1432 0.3424  0.22
H -3.5836 5.0686 -0.0746  0.32
H -1.8634 4.5270 -0.2315  -0.09
H -2.7337 4.8133 4.3533  0.29
H -1.2991 3.7512 4.1927  0.20
H -2.6331 3.1741 5.1358  0.26
C -6.7726 -2.6038 4.6194  -0.61
O -5.3949 -2.3252 4.7436  -0.34
C -4.5870 -3.3034 4.3399  0.72
O -4.8950 -4.4255 4.2486  -0.52
O -3.3715 -2.7771 4.2612  -0.15
C -2.3115 -3.7272 4.2578  -0.46
H -7.1254 -3.0997 5.5333  0.28
H -7.0197 -3.2149 3.6942  0.25
H -7.3274 -1.6393 4.6048  0.23
H -1.5086 -3.1898 3.8208  -0.01
H -2.5302 -4.5844 3.6226  0.29
H -2.1480 -4.1595 5.2722  0.31

Forces on the atoms, in the same order (eV/Å):
0.9343 -0.0872 1.1451
-0.8607 -0.8255 1.1100
-0.0696 0.7616 -0.4280
-0.3197 -0.6274 -0.7221
-0.1130 0.8095 0.0987
-0.2778 0.1824 -0.8743
0.4248 -0.4564 -0.5101
0.7284 -0.1554 -0.0911
-0.0650 0.3007 0.5013
-0.4631 -0.0532 -0.4018
-1.5047 -0.9935 0.1298
0.3622 -0.1218 -0.5473
-1.1375 0.1090 -0.3223
0.4294 0.2540 0.5518
1.2344 0.1049 0.8114
0.0332 -0.3929 -1.1277
-0.1378 0.5639 0.2505
0.9827 -0.3330 0.2898
0.6204 0.4276 -0.4447
0.1748 -0.0211 0.5633
-0.9780 -0.0134 -0.5196
-0.2262 0.3363 0.2615
-0.7699 -3.2771 -0.9381
0.1480 -0.5965 -0.3599
-1.1297 2.7442 1.7981
-0.1024 -2.5575 -0.7870
0.4263 0.2677 0.8060
0.4721 0.3446 -0.5341
0.4865 0.1248 -0.2452
0.0097 2.7680 -0.3245
0.9387 0.5236 0.8893
-0.0357 -0.3255 -0.0346
-0.1980 0.3501 0.2683
-0.1525 -0.2075 -0.4226
1.3584 1.1626 2.0907
-0.4121 0.0671 -0.2212
0.7625 0.9172 -0.6803
0.3454 -0.2024 0.3621
-1.4688 -0.8565 0.8254
-0.2854 0.5182 -0.6155
-0.1313 0.6583 -0.3947
-0.3893 -0.0905 -0.9288
-0.5336 -1.9091 -0.1918
0.4108 0.4563 -0.0828
-0.2362 -0.7324 0.1506
0.6021 -0.0494 -0.1934
-1.2994 -0.9066 0.1601
-0.9282 0.9935 0.1153
0.6531 -1.5503 1.0128
-0.5390 1.0691 -0.6859
0.2482 0.0285 -0.7421
-1.0124 -0.8678 -0.0640
0.7550 -0.6323 0.6780
1.1105 1.1607 -0.7909
0.3048 -0.4233 -0.4497
0.0254 -0.0283 0.1443
0.3862 0.8438 0.6609
0.3243 0.2981 -0.0240
-0.6743 -1.3852 -1.4294
0.3863 2.0740 1.3056
-1.0553 -0.7491 -0.6669
1.5030 -0.1973 -0.5212
0.6960 -0.1196 -0.0942
-2.0735 -1.3006 -0.6470
0.3089 0.2617 0.7127
0.5875 -0.3516 0.4822
-0.4930 0.6785 -0.0562
-0.0678 0.3058 -0.1223
0.8570 0.6094 1.4419
0.1043 0.2095 -0.3526
2.9977 -0.9752 -1.0467
-0.4459 0.5830 0.1358
0.9182 0.3966 -0.8352
-0.2019 0.7361 1.3103
-0.3459 0.1022 0.9159
-1.9597 -1.1589 -0.0913
-0.7346 -0.3639 0.8455
-0.0633 0.0818 0.5789
-1.7312 -0.0391 -0.1153
0.2024 -0.5908 -0.1922
-0.5083 -0.3242 -0.6978
1.7216 1.6262 -0.7927
-0.2826 2.3075 1.0077
-1.9289 -0.3779 -0.7635
0.9851 0.1816 -0.3428
0.7225 0.0139 0.6526
-0.3349 -0.4289 0.2699
0.0634 -0.0475 -0.5002
0.1868 -0.5925 -0.6992
0.0548 -0.4458 -0.0487
0.5757 -0.9338 0.4001
0.1256 -0.5010 -0.3087
0.0445 0.1470 -0.1747
-0.2487 0.7365 0.5639
-0.9034 0.8091 1.2317
0.4410 1.4883 -0.3256
0.7945 -0.3285 2.1050
-1.0951 -1.0764 -1.5485
0.5362 0.3558 0.7227
0.2158 0.2730 -0.8046
-0.3040 -0.2553 0.0389
0.7651 0.0550 0.1001
0.6639 -0.8444 -0.9803
0.0077 -0.5924 -0.0391
-0.5712 -0.0335 -0.5902
-0.4234 0.0714 0.0584
-1.5516 -0.0635 -0.2154
-0.2228 0.8075 -0.7477
0.6654 2.7207 1.7059
-0.6677 -3.2219 -0.9276
0.1807 -0.1267 -0.0928
-0.4990 -1.0621 0.2943
0.0951 -0.3132 -0.3884
0.3749 0.7336 1.2299
0.6541 -0.5291 -0.2908
1.1122 0.2941 0.1168
-0.2195 0.0982 -0.1791
0.1440 0.7193 -0.5724

Summary:
Highest occupied orbital energy ... -8.828 eV

Here is a cluster of 4 separate species, C29H60O2P in total at a distorted geometry from the OMol25 dataset. Energies are from ωB97M-V/def2-TZVPD.

Each line ends with the Mulliken charge.
Geometry (Å):
C 1.0107 -1.6342 0.8093  -0.18
C 1.6120 -2.0856 -0.6065  -0.11
C 0.5841 -1.7785 -1.8046  -0.43
O 0.0635 -0.4430 -1.6802  -0.20
C -1.2350 -0.3175 -2.2398  -0.41
P -2.2047 0.9845 -1.3097  0.10
C -2.4453 0.6442 0.5157  0.16
O -3.7759 0.2190 0.8447  -0.44
C -4.1250 -0.9544 0.1564  0.31
C -5.5287 -1.0625 -0.2942  -0.50
C -5.9267 -2.2622 -1.0491  -0.39
C -4.9776 -3.3465 -1.3688  -0.51
C -3.5878 -3.2497 -0.8917  -0.52
C -3.2165 -2.0556 -0.1400  -0.15
H -0.0908 -1.4598 0.6177  -0.26
H 1.4954 -0.7139 1.2088  -0.21
H 1.0511 -2.4652 1.5613  0.44
H 2.5731 -1.5092 -0.7268  0.40
H 1.8150 -3.1898 -0.5527  -0.21
H -0.1902 -2.5908 -1.7879  0.24
H 1.1912 -1.8976 -2.7479  0.26
H -1.0958 0.0983 -3.2892  0.45
H -1.7847 -1.2881 -2.3749  0.42
H -1.4224 2.1829 -1.3875  0.22
H -3.4352 1.3110 -1.9624  0.21
H -2.3131 1.6330 1.0490  -0.16
H -1.6691 -0.0383 0.9627  0.45
H -6.2677 -0.2548 -0.0588  0.40
H -6.9816 -2.3468 -1.4014  0.36
H -5.2698 -4.2437 -1.9660  0.37
H -2.8175 -4.0314 -1.1007  0.45
H -2.1591 -1.9721 0.2148  0.43
C -0.5223 7.6348 0.3814  -1.02
C -1.8279 7.3292 -0.3432  -0.32
C -3.0246 7.1880 0.5988  -0.77
C -2.9286 6.0392 1.6053  -1.14
C -2.7385 4.6524 0.9934  0.23
C -3.9000 4.2180 0.1065  -1.10
H -0.2362 6.8260 1.0579  0.11
H 0.2878 7.7628 -0.3397  0.38
H -0.6050 8.5565 0.9614  0.32
H -1.7096 6.4259 -0.9508  0.20
H -2.0356 8.1437 -1.0433  0.37
H -3.9324 7.0716 -0.0020  0.28
H -3.1517 8.1227 1.1538  0.42
H -3.8393 6.0365 2.2135  0.43
H -2.1063 6.2320 2.3008  0.37
H -2.6323 3.9274 1.8088  0.37
H -1.8034 4.6113 0.4236  0.07
H -4.8373 4.2099 0.6663  0.34
H -3.7241 3.2070 -0.2721  0.08
H -4.0192 4.8765 -0.7558  0.36
C 0.7947 2.5515 1.3021  -0.41
C 1.8485 1.8774 2.1713  -0.49
C 2.2694 2.7225 3.3735  -1.12
C 2.9295 4.0602 3.0300  -0.51
C 4.1796 3.9651 2.1546  -0.37
C 5.3184 3.1935 2.8097  -1.22
H 1.1683 3.4781 0.8619  0.37
H 0.5029 1.8891 0.4789  -0.01
H -0.1021 2.7821 1.8849  0.17
H 2.7189 1.6181 1.5610  0.46
H 1.4412 0.9313 2.5414  0.30
H 2.9465 2.1315 3.9972  0.39
H 1.3884 2.9212 3.9937  0.38
H 3.1896 4.5655 3.9658  0.43
H 2.2005 4.7093 2.5331  0.06
H 4.5261 4.9800 1.9378  0.40
H 3.9362 3.5125 1.1879  0.24
H 5.6067 3.6537 3.7574  0.30
H 6.1945 3.1884 2.1579  0.38
H 5.0452 2.1535 3.0007  0.28
C 3.4698 -9.3077 -0.9386  -1.22
C 3.7821 -7.8162 -0.9300  -0.56
C 2.5538 -6.9424 -0.6738  -0.30
C 1.4507 -7.0424 -1.7306  -0.51
C 1.8829 -6.7089 -3.1588  -0.49
C 2.3681 -5.2746 -3.3220  -0.82
H 2.7810 -9.5718 -1.7437  0.28
H 4.3856 -9.8833 -1.0869  0.39
H 3.0269 -9.6188 0.0105  0.29
H 4.2626 -7.5349 -1.8718  0.24
H 4.5150 -7.6192 -0.1417  0.40
H 2.8778 -5.8997 -0.5823  0.00
H 2.1254 -7.2088 0.2985  0.44
H 0.6339 -6.3699 -1.4410  0.20
H 1.0255 -8.0505 -1.7185  0.35
H 1.0273 -6.8652 -3.8234  0.37
H 2.6601 -7.4008 -3.4948  0.27
H 1.5922 -4.5605 -3.0298  -0.04
H 2.6289 -5.0843 -4.3655  0.41
H 3.2578 -5.0780 -2.7201  0.28

Forces on the atoms, in the same order (eV/Å):
-0.7298 -0.7165 -0.8375
-0.5548 0.8542 0.7726
2.2954 -1.3941 0.7168
-1.2264 -0.6511 0.2317
0.5932 0.2659 -1.8222
0.6839 -0.2652 0.2205
-0.3478 0.7888 1.7086
1.0884 -0.7925 -1.2997
-2.0709 -2.2038 -1.5543
1.5984 -1.8063 -0.5056
1.8505 0.1663 0.5839
1.1361 1.6277 1.2404
-2.2377 1.9920 0.2344
-0.4857 0.2363 -0.1956
1.1118 0.0960 0.5331
-0.5139 -0.7840 -0.3581
0.2096 0.8444 -0.6374
-0.9466 -0.8290 -0.2908
-0.0840 1.1066 -0.4505
0.2235 1.0058 0.0168
-0.8966 0.3271 0.6459
-0.5009 -0.2395 0.9656
0.2794 0.9501 0.5825
-0.3987 -0.6809 0.0466
0.5793 -0.3636 0.3958
-0.1062 -0.9180 -0.7171
-0.5177 0.5856 -0.9431
0.8656 -0.9011 -0.2627
1.0701 0.0950 0.3686
0.0670 1.0395 0.6573
-0.9176 0.7719 0.2472
-1.0463 -0.1913 -0.3007
0.0740 -0.0886 -0.1485
-0.0290 0.1467 0.1119
-0.0786 -0.0770 -0.1486
0.0870 0.0968 0.1039
-0.0514 -0.0775 0.0451
0.1341 0.0916 -0.0191
0.0105 0.0506 0.0240
0.0118 0.0230 0.0893
0.0097 -0.0568 0.0210
-0.0325 0.0054 -0.0047
-0.0206 -0.0857 -0.0093
0.0033 0.0179 0.0446
0.0141 -0.0404 -0.0213
0.0340 -0.0419 -0.0192
-0.0288 -0.0145 -0.0282
0.0358 0.0472 0.0162
0.0191 0.0575 0.0226
0.0129 -0.0312 -0.0669
-0.1567 -0.0888 -0.0470
-0.0240 -0.0310 0.0256
-0.0279 -0.0777 -0.1363
-0.0753 -0.0150 0.1231
0.1014 -0.0139 0.0678
-0.0812 0.0564 -0.1025
0.0161 0.0671 0.1211
0.0513 -0.0354 -0.1572
-0.0709 -0.0061 0.0126
0.0158 0.0057 -0.0458
0.0381 0.0854 0.0182
-0.0011 0.0305 0.0229
0.0531 0.0439 0.0401
-0.0270 0.0234 -0.0269
0.0107 -0.0296 -0.0255
-0.0051 -0.0205 -0.0393
0.0025 -0.0048 0.0365
-0.0587 -0.0459 -0.0372
-0.0206 0.0207 0.0118
-0.0215 -0.0518 -0.0086
-0.0021 -0.0274 0.0880
0.0308 0.0251 0.0375
0.1194 -0.0054 -0.0945
-0.0506 -0.0242 0.1316
0.0339 0.1173 -0.0222
0.0061 -0.1362 0.0010
-0.1717 0.0592 0.0810
0.1634 -0.0597 -0.1552
0.0042 -0.0242 0.0467
-0.0809 -0.0346 0.0177
-0.0238 -0.0042 -0.0470
-0.0253 0.0288 0.0224
-0.0096 0.0405 -0.0679
-0.0155 -0.0097 -0.0030
0.0268 -0.0084 -0.0250
-0.0029 -0.0052 -0.0269
0.0133 0.0390 0.0224
0.0584 -0.0510 0.0126
-0.0240 0.0149 0.0402
-0.0022 -0.0097 0.0197
-0.0088 0.0953 0.0666
-0.0338 0.0276 -0.0050

Summary:
Highest occupied orbital energy ... -12.032 eV
Total charge ... +1

no.,HOMO-LUMO gap (eV)
1,9.289
2,9.254